(1)
9
Properties=species:S:1:pos:R:3:forces:R:3 method="wB97M-V/def2-TZVPD" de_lowest_kj_mol=393.2 orbital_gap_ev="9.25 / 5.97" total_energy_ev=-25993.849
Cl -1.020794 -1.158834 -0.304319 1.426 -1.780 -0.286
P -2.038110 0.907687 -0.195708 1.345 1.905 -0.078
O -3.391544 0.446680 0.040122 -2.163 -0.644 0.266
C 1.080576 0.393365 0.029283 0.568 1.065 1.560
C 0.743290 -0.955839 -0.346006 -0.430 -1.113 -0.041
H 0.504030 0.508080 0.995308 0.704 0.294 -0.091
H 0.574078 1.223066 -0.536524 1.220 -0.770 -0.154
H 2.203649 0.438946 0.264715 -1.736 0.537 -0.663
H 1.344827 -1.803153 0.053127 -0.934 0.504 -0.513


(2)
9
Properties=species:S:1:pos:R:3:forces:R:3 method="wB97M-V/def2-TZVPD" de_lowest_kj_mol=567.5 orbital_gap_ev="7.00 / 7.01" total_energy_ev=-25992.042
Cl -1.546632 3.529789 -1.243034 -0.255 -0.129 -0.551
P -0.773020 4.032788 0.501733 0.248 0.137 0.547
O -0.039574 -0.214742 0.196508 -0.508 0.450 -1.744
C -0.301574 -0.018973 -1.095932 0.435 -0.047 2.333
C 0.548238 -1.448177 0.757820 1.299 1.483 -2.282
H 1.587952 -1.113454 1.031169 -1.160 -0.751 0.308
H -0.139155 -1.660844 1.542003 0.061 -0.777 0.735
H 0.621096 -2.167725 -0.098836 -0.243 0.201 1.069
H 0.042668 -0.938664 -1.591432 0.123 -0.567 -0.414


(3)
9
Properties=species:S:1:pos:R:3:forces:R:3 method="wB97M-V/def2-TZVPD" de_lowest_kj_mol=203.4 orbital_gap_ev=9.65 total_energy_ev=-25995.816
Cl -0.293994 0.146981 -2.484953 0.409 0.307 -0.528
P -1.139327 0.177769 -0.647016 -1.444 0.578 0.775
O 1.256884 -0.764217 0.556427 1.650 -1.768 1.100
C -1.973271 1.614141 -0.520070 0.303 1.586 -1.981
C 1.990395 -1.566767 1.118127 -0.922 1.086 0.412
H 1.752912 -2.129350 2.058948 -0.718 0.367 -0.500
H -1.947132 2.546801 -1.251422 0.017 -2.251 1.452
H 3.032431 -1.772269 0.871272 0.307 0.239 -0.894
H -2.678897 1.746912 0.298688 0.398 -0.143 0.164


(4)
8
Properties=species:S:1:pos:R:3:forces:R:3 method="wB97M-V/def2-TZVPD" de_lowest_kj_mol=115.3 orbital_gap_ev=10.32 total_energy_ev=-23948.295
Cl 0.071374 0.100481 2.391110 0.310 -0.077 1.590
P -0.023933 1.441214 -0.393485 3.172 0.982 0.577
C 0.149051 -0.350478 -0.321790 -3.165 -0.798 0.535
C -0.623774 0.276966 0.868614 1.741 0.209 -2.133
H -1.655466 0.256819 0.753996 -1.809 -0.486 0.580
H 1.385420 1.587207 0.223220 -1.907 0.242 -0.657
H 0.905162 -1.022980 0.016233 0.892 0.162 -0.268
H -0.637989 -0.823752 -0.923281 0.768 -0.234 -0.224


(5)
8
Properties=species:S:1:pos:R:3:forces:R:3 method="wB97M-V/def2-TZVPD" de_lowest_kj_mol=478.1 orbital_gap_ev="9.61 / 8.69" total_energy_ev=-7568.933
F -1.855652 -1.177353 0.315444 0.711 -0.358 0.787
F 1.943364 1.280499 -0.280536 0.232 -0.004 -0.267
C -0.529868 -1.315074 -0.056856 -2.687 1.975 -1.551
C 0.680621 1.413364 0.096238 0.015 -0.332 3.555
H -0.071933 1.421084 -0.628520 -0.710 0.129 -1.045
H -0.613687 -0.894221 -1.089011 1.538 -1.047 0.793
H -0.049225 -2.141372 0.409601 0.516 -0.425 -0.088
H 0.496380 1.413073 1.233640 0.386 0.063 -2.183


(6)
11
Properties=species:S:1:pos:R:3:forces:R:3 method="wB97M-V/def2-TZVPD" de_lowest_kj_mol=144.6 s2=2.004 orbital_gap_ev="6.82 / 10.69" multiplicity=3 total_energy_ev=-13710.876
F -1.943579 -2.418942 0.469688 -1.029 -0.230 0.042
F -1.707112 -0.274792 0.570072 1.740 -1.331 -0.918
O -1.217585 -1.394890 -1.401163 -1.884 2.030 0.981
O 1.717833 1.574681 1.279698 0.425 0.550 1.724
O 1.015136 0.580269 -0.537363 0.018 -1.002 -3.385
C 0.807316 0.736556 0.726698 0.435 1.067 1.809
C -1.131264 -1.423019 -0.016064 -1.736 -1.349 -0.823
H -2.058192 -0.841993 -1.646559 2.188 -1.503 0.710
H 1.698446 1.613401 2.251153 -0.148 -0.163 -0.529
H 1.698891 1.178692 -0.897613 -0.482 -0.238 0.470
H -0.196424 -1.927505 0.299578 0.473 2.172 -0.082


(7)
9
Properties=species:S:1:pos:R:3:forces:R:3 method="wB97M-V/def2-TZVPD" de_lowest_kj_mol=521.7 orbital_gap_ev=9.92 total_energy_ev=-15448.563
Si 0.335752 0.653729 1.458756 -0.587 -1.588 -4.073
F -1.875567 -0.463574 -0.930703 -0.295 -0.221 1.202
F -0.679818 -1.218071 -2.469361 0.599 -0.218 -0.001
C 0.480636 -0.352759 -0.587503 0.828 0.747 2.236
C -0.617943 -0.733861 -1.221899 0.813 0.976 -1.143
H 1.506255 -0.323254 -1.088367 -1.791 -0.637 0.693
H 1.700497 1.222568 1.384871 -0.340 0.217 0.517
H -0.044801 -0.160323 2.671239 0.322 0.331 -0.623
H -0.805013 1.375546 0.782966 0.451 0.393 1.193


(8)
12
Properties=species:S:1:pos:R:3:forces:R:3 method="wB97M-V/def2-TZVPD" charge=-1 de_lowest_kj_mol=76.2 orbital_gap_ev=7.22 total_energy_ev=-23119.370
P 0.494049 0.419213 -0.902059 -0.604 -0.189 -1.392
F -2.359271 1.305869 0.112585 0.077 -1.115 0.875
F -1.339821 -0.315532 1.305238 -1.240 0.311 -0.637
F -3.086209 -0.776463 -0.113028 0.951 0.703 1.177
O 0.502471 1.714660 0.265944 0.200 -1.043 -0.231
N -1.084600 -0.261922 -1.066742 1.111 1.606 3.251
C 1.671480 -0.859374 -0.077829 -0.424 0.273 0.748
C -1.905733 -0.024632 0.062283 0.949 -0.584 -3.430
H 1.413255 2.044953 0.206270 -0.424 -0.008 -0.004
H 2.240161 -1.352574 -0.909103 -0.689 0.221 0.780
H 2.420278 -0.334665 0.589664 -0.784 -0.507 -0.617
H 1.033941 -1.559533 0.526777 0.877 0.331 -0.520


| no. | maximum force (eV Å⁻¹) | molecular weight (g mol⁻¹) |
| --- | --- | --- |
| 1 | 2.3 | 110.48 |
| 2 | 3.0 | 110.48 |
| 3 | 2.7 | 110.48 |
| 4 | 3.4 | 94.48 |
| 5 | 3.7 | 66.05 |
| 6 | 3.5 | 114.05 |
| 7 | 4.4 | 94.14 |
| 8 | 3.8 | 146.03 |